This record from the Open Molecules 2025 dataset describes the molecule C4H3ClF2 in a non-equilibrium geometry. The level of theory is the ωB97M-V functional and the def2-TZVPD basis.

The geometry in XYZ format:
```
10
Properties=species:S:1:pos:R:3
C 1.7051 0.4673 -0.1633
C 0.5655 -0.2342 0.2172
C -0.7697 0.3332 0.0303
C -1.6412 -0.6480 0.0458
H 0.6345 -1.2720 0.2697
H -1.3215 -1.6038 -0.1918
H -2.7574 -0.5398 -0.1892
F 1.5631 1.9075 0.1473
F -1.2318 1.5364 -0.1173
Cl 3.2532 0.0534 -0.0488
```

Values from the calculation:
Largest force on an atom (eV/Å): 6.617
HOMO (eV): -8.918
Lowest unoccupied orbital energy (eV): -0.165
HOMO-LUMO gap (eV): 8.75
E (Eh): -814.02599
SMILES: C=C(F)/C=C(\F)Cl